# 1
9 unconnected molecules or ions with the total composition C62H143N9O12 in a non-equilibrium geometry. Source: the Open Molecules 2025 dataset; level of theory: ωB97M-V/def2-TZVPD.

Structure (XYZ):
```
226
C62H143N9O12 ωB97M-V/def2-TZVPD
N -5.095 3.351 5.409
H 4.375 -2.466 -1.775
C 9.648 13.526 -6.816
C 1.150 1.470 -10.358
H 5.096 -9.337 6.652
H 10.606 13.519 -6.296
H 7.354 -13.240 5.735
H 7.045 -12.605 7.268
H 7.647 15.813 -3.628
H -1.317 1.797 -13.634
H 9.790 10.923 -6.995
C -0.525 1.927 -12.897
H -4.881 -7.771 4.348
H 6.573 -8.854 5.699
H -5.574 -4.781 -7.167
H 2.619 -3.544 -2.949
C 0.974 2.749 -14.730
H -8.472 -6.630 -6.116
C -4.099 -7.935 5.089
H 6.425 8.275 -6.333
H -4.121 -10.513 2.991
H -6.148 -12.825 3.993
N -8.881 -4.000 -6.273
C 2.085 0.729 0.543
C -5.138 2.000 5.913
H 6.418 7.603 10.430
H 4.992 6.042 11.508
H -7.192 -5.833 -5.207
H -4.574 1.354 5.241
H -8.146 -0.934 7.298
H 0.634 0.750 -9.722
H -8.725 -2.789 -3.063
H 7.044 10.315 -6.150
H -3.384 2.526 7.066
C 1.144 -2.256 0.573
C -5.523 8.541 -0.286
O 3.192 3.128 -13.793
H -6.385 -3.448 -8.056
O -6.432 7.193 -2.222
H 6.499 6.034 12.208
H -5.607 -9.444 3.137
H -0.649 0.039 -12.029
H -9.327 -4.301 -3.638
H 1.665 0.923 1.530
H 4.327 -7.178 8.568
O 2.062 0.703 -2.372
C 6.033 6.239 8.704
H 5.137 3.528 -13.000
H -8.560 -4.255 -9.021
H -7.506 -10.630 4.188
C -6.365 -4.032 -7.136
H -6.930 -6.771 -6.793
H -4.892 2.571 8.013
H -8.030 7.939 -3.529
H 7.864 6.584 7.519
H -0.119 -0.700 1.275
C -5.585 9.929 0.251
H 1.986 -2.090 1.245
H 0.242 2.207 -1.236
H 3.880 -10.534 5.275
H 0.975 -3.344 -1.266
H 0.534 -0.035 -13.301
H 3.939 3.656 8.352
H -6.898 -1.580 -4.840
H 2.943 0.060 0.612
H -5.529 10.656 -0.560
C 4.508 -10.367 4.400
C 5.633 3.742 9.497
H 1.238 -2.572 -3.415
H -5.812 -3.902 -5.136
H 0.526 -3.104 0.868
H -7.146 -1.744 -6.463
N 6.185 4.739 8.479
C -7.048 -9.051 5.622
H -7.373 -0.968 5.635
H -9.531 -1.356 -6.380
C 5.510 -8.693 5.876
C -6.624 1.554 5.997
H 2.163 1.234 -13.709
C 4.497 2.842 -13.555
C 2.299 2.094 -14.366
H -8.541 0.248 6.006
C -0.108 1.278 -0.787
H -2.575 -8.878 7.054
H -5.491 -12.750 5.658
C 6.609 6.574 10.128
O -10.077 -4.755 -6.022
C -7.149 7.306 -3.423
H 7.587 16.535 -5.212
H -3.756 -7.909 7.904
H -7.589 6.316 -3.546
H -7.021 1.544 4.982
C -6.257 8.455 -1.657
C 0.265 -1.002 0.300
H 8.110 -11.758 6.461
C 1.008 0.190 -0.400
O 8.928 14.974 -4.973
H 0.589 2.405 -10.332
H -6.098 7.962 0.437
C 4.183 3.500 9.403
H 7.972 14.947 -6.786
C -5.952 -3.189 -5.949
C -5.942 -8.630 6.588
H -7.248 -11.123 5.811
C -4.369 2.077 7.194
H 4.293 6.880 7.427
H 5.170 2.861 -14.412
H 7.307 8.010 8.234
H -7.103 2.302 6.629
H 3.932 -10.457 3.479
H -4.195 7.328 -0.969
H -5.641 8.924 -2.425
H -10.576 -2.526 -5.350
O 8.420 8.838 -6.028
H 6.278 1.902 8.267
C 3.851 -6.390 7.986
H 8.826 16.909 -3.970
H -0.758 0.916 -1.584
H -6.149 -7.561 6.627
C 2.289 -2.521 -3.128
C 7.424 7.838 -6.328
C 6.149 4.213 11.003
C 7.184 -12.287 6.235
H -4.115 3.512 5.224
H 4.549 1.849 -13.108
C -7.537 -6.078 -6.211
H -6.162 -8.904 7.620
H 0.339 2.082 -15.314
H 2.973 0.766 -2.076
C -7.777 -4.764 -6.945
C -8.525 -3.010 -5.252
H -5.060 -2.638 -6.247
O 6.258 4.274 7.174
H 4.411 7.646 8.932
H -10.825 -4.205 -6.268
C 1.683 -2.671 -0.784
H 7.697 6.500 10.116
C -4.561 -8.976 6.145
H 5.407 -12.291 4.096
C 6.014 5.744 11.277
C 8.268 16.117 -4.471
C 5.352 -7.176 6.255
H 7.522 7.581 -7.383
H 3.888 -8.566 4.592
H -6.459 7.331 -4.267
H 4.329 -0.753 -1.926
O -3.204 -10.866 5.434
H 3.991 5.970 9.020
C 2.312 -1.678 -1.768
H 3.490 4.052 10.038
C -5.333 -12.462 4.619
H 7.214 3.990 11.061
C -8.523 -3.580 -3.785
C 4.593 6.683 8.456
C -5.426 -10.900 4.629
H 5.495 -6.680 5.295
H 2.508 -3.348 -0.561
C -5.175 -10.437 3.259
H 2.134 1.613 -9.912
C 6.936 7.093 7.777
H -3.877 -6.958 5.519
C 3.840 -1.585 -1.420
H -4.419 -12.962 4.297
H 8.077 12.748 -5.630
H -7.447 -5.539 -8.800
C -3.606 -8.869 7.409
H 2.861 -6.364 8.442
O 3.942 -6.865 6.649
C -8.321 -5.075 -8.344
H 2.827 -1.977 -3.904
C 0.185 0.583 -12.474
H -5.562 3.483 4.524
H -7.143 9.090 -1.656
O 1.259 0.843 -11.637
H 2.492 1.646 0.117
H 6.169 1.740 10.112
H 9.435 15.751 -6.706
H 7.153 3.929 7.182
C 8.024 10.072 -6.560
N -4.144 8.090 -0.309
H -6.431 10.129 0.909
H -0.620 -1.294 -0.265
H 6.482 7.182 6.790
H 5.596 3.670 11.769
H 4.452 -5.514 8.231
O -6.659 0.374 6.788
O 5.959 -11.573 5.925
C -6.849 -10.462 5.041
H 1.157 2.879 -12.917
H -9.737 -1.193 -4.680
H 7.450 2.554 9.174
H -4.803 10.015 1.005
H 2.661 1.604 -15.269
N 4.821 -8.952 4.605
C 6.378 2.369 9.247
H 9.635 11.051 -5.290
H 7.436 7.058 -5.567
H -3.877 -9.661 8.107
C 5.778 -11.361 4.527
H 4.025 -1.392 -0.363
C 9.093 11.233 -6.218
N 8.566 12.519 -6.483
H 7.867 10.023 -7.637
H -1.007 2.540 -12.136
C -7.099 -2.365 -5.568
H 6.685 -11.163 3.956
N 1.521 -0.383 -1.621
N -4.493 -10.303 5.615
H 4.057 2.451 9.673
C -7.757 -0.362 6.455
H -3.338 -8.217 4.361
H -4.081 1.067 7.486
H 1.053 3.623 -15.376
H -5.906 -10.962 2.644
H 9.795 13.671 -7.886
H -8.065 -8.928 5.995
C -9.665 -1.940 -5.470
H -0.706 1.322 0.123
H 6.174 -6.764 6.841
H -9.140 -5.794 -8.329
H -6.982 -8.370 4.774
H -3.524 8.663 -0.863
H -3.103 -11.342 6.262
H -7.601 -4.046 -3.436
C 8.970 14.827 -6.363
N 0.312 3.033 -13.449
```

Output
LUMO level	0.64	eV
SMILES	CC1(C)CCCC(C)(C)N1O.CC1(C)CCCC(C)(C)N1O.CC1(C)CCCC(C)(C)N1O.CC1(C)CCCC(C)(C)N1O.COC[C@H](C)N.COC[C@H](C)N.COCCNCCOC.COCCNCCOC.COCCNCCOC
DFT total energy	-3843.0019	Ha
net charge	0
relative energy (zero: lowest compared OMol25 entry of this formula, charge and spin)	217.03	kcal/mol

---

# 2
12 unconnected molecules or ions with the total composition C62H148F10N12O25S10 in a non-equilibrium geometry. Source: the Open Molecules 2025 dataset; level of theory: ωB97M-V/def2-TZVPD.

Structure (XYZ):
```
267
C62H148F10N12O25S10 ωB97M-V/def2-TZVPD
S -6.411 -4.035 -27.601
H -3.511 -9.347 -27.755
O -7.525 -2.927 -20.022
H -7.690 -7.123 -23.451
H -11.660 -13.119 -22.113
C -13.118 -4.411 -16.090
H -9.693 1.482 -20.485
H -12.944 -1.759 -32.762
H -6.645 1.809 -21.974
C -10.371 0.640 -20.627
H -4.491 0.086 -22.698
H -5.920 -14.430 -23.894
C -8.423 1.157 -22.866
H -16.986 -11.647 -18.609
H -8.967 -0.975 -21.159
H -8.490 -0.883 -24.735
H -12.514 -6.754 -17.087
H -8.939 2.087 -22.629
H -10.008 -5.290 -14.803
H -10.347 -10.929 -21.820
H -16.171 -3.547 -31.922
H -11.976 -10.808 -18.454
H -9.823 -4.989 -26.829
H -8.287 -11.295 -19.997
F -7.162 -5.203 -28.463
H -14.392 -10.471 -17.400
H -15.406 -5.050 -31.584
S -15.036 -5.131 -26.292
H -10.305 -7.791 -16.052
H -14.654 -5.083 -33.957
S -5.148 -4.777 -20.397
N -6.132 -4.950 -26.260
C -4.449 -14.264 -26.384
C -6.660 -15.023 -24.431
H -5.786 -11.077 -21.903
F -12.958 -8.452 -29.898
H -16.084 -4.158 -34.151
C -9.814 -0.441 -21.589
O -5.728 -10.453 -18.673
H -11.525 -5.429 -13.975
H -10.980 -13.930 -20.347
H -8.524 -5.398 -22.064
H -9.781 -1.881 -23.859
C -6.537 -10.752 -22.623
F -4.778 -4.962 -24.421
O -15.239 -5.076 -27.741
C -6.762 -13.326 -26.822
H -11.311 -7.115 -23.260
H -10.315 -0.007 -25.977
C -11.341 -5.583 -30.252
O -11.340 -8.858 -28.362
N -5.570 -4.738 -18.929
N -9.558 -6.736 -24.439
H -10.194 -4.757 -24.603
H -6.703 -9.942 -25.920
H -11.154 1.279 -23.266
C -9.361 -5.233 -24.086
H -13.346 -6.237 -30.848
H -11.469 -0.316 -23.830
H -10.885 -7.537 -14.396
H -8.866 -14.164 -26.594
H -5.813 -9.680 -27.513
H -5.011 -7.261 -27.923
H -13.626 -12.661 -18.065
O -6.233 -5.110 -21.290
H -11.723 -13.568 -18.835
H -9.445 -3.389 -17.815
O -7.490 -3.075 -27.414
H -6.771 -15.660 -28.525
C -13.407 -1.344 -28.258
C -9.084 -6.874 -25.980
C -4.048 -7.200 -27.416
H -9.420 -9.981 -25.887
H -11.537 -8.333 -25.869
H -11.011 -10.831 -25.996
H -11.619 -6.328 -24.738
C -10.698 0.454 -23.813
H -11.852 -2.599 -20.546
C -13.918 -2.247 -32.804
C -15.280 -4.130 -32.155
F -4.369 -6.179 -20.278
C -12.163 -6.733 -16.056
O -14.274 -6.248 -25.764
O -12.304 -4.207 -25.993
N -9.457 0.006 -22.988
C -5.671 -18.225 -28.417
H -8.094 1.296 -23.896
H -5.738 -16.499 -25.889
F -7.946 -6.867 -18.722
F -4.111 -9.116 -17.673
N -11.571 -11.939 -20.336
H -15.384 -2.144 -30.219
H -9.915 -5.440 -17.103
H -11.176 1.450 -25.660
H -10.384 -2.806 -16.626
H -9.478 1.396 -25.290
H -13.234 -4.999 -29.520
H -11.462 -4.200 -19.987
H -4.894 -1.399 -22.145
H -12.839 -3.361 -15.996
H -13.468 -0.690 -30.364
C -10.842 -4.884 -17.237
H -4.156 -6.535 -26.559
C -5.959 -9.372 -26.478
C -12.835 -5.350 -30.472
C -4.660 -8.312 -24.628
H -8.936 -13.551 -18.909
C -11.212 -3.147 -19.854
H -8.405 -13.789 -28.244
H -12.073 -3.464 -31.540
C -12.843 -4.235 -31.574
C -5.124 -0.355 -21.928
H -6.879 -15.871 -23.781
O -13.258 -4.298 -23.621
H -4.532 -13.611 -25.515
H -9.339 -3.934 -22.214
H -13.469 -4.256 -18.244
H -10.256 -5.454 -22.219
O -4.264 -3.233 -25.926
S -7.287 -8.277 -19.198
H -9.723 -11.359 -24.788
C -3.612 -8.612 -26.956
C -12.382 -12.523 -21.554
C -9.077 -11.971 -20.321
S -5.468 -3.920 -25.440
H -3.656 -15.733 -28.517
H -14.302 -11.046 -23.988
H -2.283 -11.908 -24.950
C -11.045 -13.156 -19.582
H -9.115 -7.953 -26.136
H -16.061 -12.310 -17.171
H -3.685 -7.874 -24.414
H -6.721 -13.046 -25.770
C -14.403 -2.610 -30.320
H -13.009 -6.740 -15.367
H -10.991 -6.338 -26.811
H -13.093 -12.274 -24.398
C -15.136 -4.168 -33.613
H -4.040 -11.292 -26.546
C -12.566 -11.166 -19.298
H -7.372 -10.245 -22.140
C -12.151 -0.697 -27.682
C -14.815 -10.921 -18.299
O -11.424 -2.898 -18.464
O -5.309 -3.572 -28.431
H -14.544 -3.457 -29.647
H -12.820 -4.762 -32.528
N -5.761 -7.905 -18.432
H -11.896 0.246 -28.166
H -13.800 -10.844 -21.698
H -12.311 -0.420 -26.640
N -14.063 -3.256 -31.659
H -1.917 -10.642 -25.988
H -6.891 -11.675 -23.082
C -11.194 -7.719 -15.425
C -14.018 -4.571 -17.357
C -11.459 -8.563 -24.807
H -13.664 -4.685 -15.187
C -5.140 -9.040 -23.369
H -5.555 -8.436 -22.563
H -3.258 -6.873 -28.092
N -5.845 -14.662 -26.838
H -12.381 -2.084 -30.023
H -7.602 -14.476 -24.417
C -7.209 0.878 -21.910
H -2.353 -10.392 -24.193
H -14.734 -2.505 -34.920
O -11.902 -12.335 -28.267
C -4.009 -10.720 -25.618
H -8.751 -12.525 -27.063
C -13.340 -1.614 -29.801
S -13.353 -3.905 -25.031
H -14.451 -12.732 -23.381
O -8.173 -9.229 -18.534
C -8.265 -13.490 -27.205
C -13.765 -11.919 -23.617
C -13.113 -11.390 -22.344
S -11.163 -11.629 -29.309
C -8.912 -1.227 -23.791
H -11.029 -3.788 -14.553
O -5.447 -2.034 -18.947
C -5.817 -15.194 -28.275
H -10.162 -3.015 -20.113
H -9.586 -6.134 -27.987
H -8.160 -1.686 -23.150
H -7.360 -16.105 -26.344
O -9.708 -11.318 -29.208
C -2.569 -10.875 -25.146
F -6.936 -3.187 -17.691
N -14.922 -3.793 -25.631
O -4.299 -9.000 -20.055
H -3.906 -15.164 -26.092
H -11.496 -5.155 -18.066
H -5.756 -14.288 -28.878
O -4.706 -17.298 -27.948
H -13.581 -2.312 -27.789
H -6.388 -8.377 -26.596
C -10.320 -11.147 -20.752
O -6.507 -0.265 -22.356
C -14.207 -3.011 -34.112
H -12.479 -8.746 -24.468
H -11.207 -6.603 -29.892
H -5.341 -7.466 -24.722
H -5.037 -0.175 -20.857
H -8.033 -6.593 -26.036
H -5.552 -18.615 -29.428
C -16.212 -11.480 -17.861
H -8.562 -8.592 -23.848
O -6.323 -3.159 -24.574
O -7.503 -8.221 -20.603
N -12.014 -10.493 -30.108
H -14.325 -5.617 -17.382
C -10.394 0.807 -25.256
H -3.935 -13.681 -27.147
C -8.684 -7.570 -23.490
S -5.182 -9.113 -18.908
C -9.947 -6.064 -26.961
H -14.253 -12.446 -19.656
N -11.787 -5.237 -16.017
H -11.269 1.021 -21.114
H -10.751 -5.470 -31.161
H -10.613 -1.177 -21.674
C -11.084 -7.182 -24.323
O -10.715 -9.697 -24.326
H -10.704 0.283 -19.652
H -5.721 -19.144 -27.833
H -13.284 -3.454 -34.487
H -12.749 -10.327 -19.969
F -13.206 -2.296 -24.964
O -4.023 -4.031 -20.899
H -12.376 -10.607 -22.525
C -13.817 -11.899 -18.821
H -11.634 -8.716 -15.418
H -14.588 -1.428 -32.544
H -9.147 -7.651 -22.507
H -14.289 -0.726 -28.089
H -8.530 -12.551 -21.065
H -6.327 -12.455 -27.312
F -16.547 -5.472 -25.843
H -14.950 -10.003 -18.870
H -11.282 -1.354 -27.716
N -4.548 -9.261 -25.841
H -9.555 -12.144 -18.214
S -6.328 -3.153 -19.154
H -4.641 -16.454 -29.677
H -2.661 -8.566 -26.426
O -6.214 -9.934 -23.640
H -10.470 -10.137 -20.371
H -8.460 -4.927 -24.617
H -16.610 -10.647 -17.280
H -13.157 -13.210 -21.214
C -10.182 -10.545 -25.349
C -10.493 -3.423 -17.518
S -12.343 -9.654 -29.020
H -14.848 -3.866 -17.319
H -11.006 -4.906 -29.466
H -4.347 -9.700 -23.018
H -7.561 0.771 -20.884
C -9.364 -4.954 -22.597
F -11.210 -12.695 -30.530
H -4.657 -11.241 -24.913
O -13.494 -10.058 -28.273
C -4.649 -16.169 -28.625
H -6.709 -17.913 -28.304
C -9.602 -12.719 -19.139
C -6.473 -15.695 -25.863
C -11.008 -4.860 -14.748
```

Output
LUMO level	-3.55	eV
DFT total energy	-9968.5061	Ha
net charge	+2

---

no.,highest occupied orbital energy (eV),frontier orbital gap (eV)
1,-7.918,8.6
2,-11.357,7.8